H22HeO11 as an isolated structure, computed with ωB97M-V/def2-TZVPD.

```
34
Properties=species:S:1:pos:R:3:forces:R:3
O -0.15204 -2.26659 -1.84822 -0.154 0.019 -0.157
O 1.98322 -2.92778 1.20790 0.032 0.071 -0.226
H 2.73750 -1.26827 0.24125 -0.213 -0.446 0.229
H -0.48463 -1.36979 -1.88519 0.064 0.287 0.009
H 2.84625 0.12113 -0.35007 -0.220 -0.017 0.005
H -0.70420 -2.70070 -1.19792 -0.049 -0.233 0.190
O -3.59407 1.65395 -0.25908 -0.046 -0.005 0.191
H -2.59965 1.27616 1.31906 -0.462 0.077 -0.413
H -0.44067 1.38200 4.85443 -0.165 -0.028 0.127
H 1.56577 -2.41127 -2.60065 -0.367 -0.078 0.266
O -0.38710 0.68893 -3.48293 -0.044 0.154 0.379
O 3.36982 -0.57795 0.04158 0.596 0.073 -0.030
H 2.38648 1.47917 -1.92506 0.318 0.193 -0.135
H -2.92089 -0.76019 4.31339 -0.154 0.028 0.139
O 0.24400 3.04021 0.07228 -0.516 0.349 0.542
O -1.93940 1.31150 2.01120 0.217 -0.269 0.576
O 1.67871 1.06585 -1.43063 0.099 0.395 0.166
H 3.03768 -2.07803 -2.72040 0.257 0.079 0.194
O 0.21111 1.18094 4.18287 0.444 0.119 0.079
H -0.54575 3.06332 -0.46810 -0.102 0.157 -0.193
H 2.16981 -2.98127 2.14521 0.119 0.105 0.287
H -0.28218 1.17922 3.36256 -0.173 -0.133 -0.087
O 2.35946 -2.65018 -3.07942 0.277 -0.055 -0.448
H -1.27270 1.91125 1.67649 0.398 0.354 -0.204
O -2.18705 -1.04652 3.76960 -0.052 -0.503 0.151
H -2.97968 2.12233 -0.82421 0.112 0.228 -0.203
H 0.96070 0.98810 -2.05884 -0.444 -0.333 -0.428
H -1.06571 0.10594 -3.82328 -0.154 -0.253 -0.109
H -2.07857 -0.34704 3.12525 0.159 0.447 -0.300
H -3.79029 0.84687 -0.73484 -0.176 -0.271 -0.130
H 0.75124 2.30665 -0.27533 0.526 -0.443 -0.243
He -0.06159 0.01824 -0.18815 -0.134 -0.061 0.128
H 1.18780 -3.44738 1.09150 -0.161 -0.122 -0.084
H -0.00342 1.09125 -4.26214 0.171 0.112 -0.267
```
Positions in Å, forces in eV/Å.

Output
Total energy (hartree): -843.7171
Energy relative to the best compared isomer or geometry (same formula, charge and spin) (kcal per mole): 31.76
Frontier orbital gap (Eh): 0.3544